No. 1
{"formula": "C44H25IrN11", "method": "ωB97M-V/def2-TZVPD", "largest_force_ha_per_bohr": 0.012, "gap_ev": 4.9, "total_charge": 1, "species": ["Ir", "N", "N", "N", "N", "N", "N", "N", "N", "N", "N", "N", "C", "C", "C", "C", "C", "C", "C", "C", "C", "C", "C", "C", "C", "C", "C", "C", "C", "C", "C", "C", "C", "C", "C", "C", "C", "C", "C", "C", "C", "C", "C", "C", "C", "C", "C", "C", "C", "C", "C", "C", "C", "C", "C", "C", "H", "H", "H", "H", "H", "H", "H", "H", "H", "H", "H", "H", "H", "H", "H", "H", "H", "H", "H", "H", "H", "H", "H", "H", "H"], "coordinates": [[1.2393, -1.0070, 0.3949], [0.1660, -2.5469, -0.2863], [0.5313, -1.3363, 2.2341], [-3.8875, 2.8542, -2.3108], [-4.0349, 3.6887, -0.2476], [2.4040, 0.4474, 1.1044], [-0.2261, 0.2299, -0.0806], [1.7751, 0.3409, 3.4198], [0.9686, -2.5984, -2.5474], [-0.9159, -3.1954, 1.7533], [2.1183, -0.8316, -1.3893], [3.6430, 0.9532, -0.8882], [3.2683, 2.0576, 2.4770], [5.1535, 4.0155, 2.0330], [-1.4836, -4.1209, -0.4568], [4.4343, -1.7150, -5.2624], [0.5281, -1.4767, 4.5192], [-3.4066, 2.8162, -1.0991], [0.3179, -2.3599, 6.7093], [0.8160, -1.3766, 5.8750], [-0.4711, -3.4066, 6.2133], [3.1859, -0.0156, -1.6546], [-2.3107, 1.9328, -0.7101], [5.2185, -0.6593, -4.7794], [-6.7608, 5.7390, -1.6770], [-2.9076, -5.8117, -1.3140], [-1.3511, -4.7049, -2.8100], [1.0110, -0.7336, 3.3674], [-2.3443, -5.6414, -2.5855], [-0.7477, 1.0303, 0.8606], [-0.2642, -2.5182, 4.0247], [-5.9359, 5.3161, -0.6596], [-0.2594, -2.4004, 2.5753], [3.2746, 1.1901, 0.3551], [1.9250, -1.6962, -2.4332], [-4.8911, 3.7993, -2.2778], [-0.7847, -3.4904, 4.8692], [-0.7608, -3.2375, 0.4453], [-4.9996, 4.3360, -0.9872], [-5.7393, 4.2440, -3.2973], [2.3908, 0.9005, 2.3956], [3.7434, -0.3985, -2.9422], [3.2867, -2.1136, -4.6013], [-2.4923, -5.0489, -0.2371], [4.6015, 3.8342, 3.3085], [-1.7862, 1.8890, 0.5800], [3.6449, 2.8633, 3.5436], [2.9570, -1.4484, -3.4279], [4.8788, 0.0202, -3.6238], [-1.7570, 1.0896, -1.6743], [-0.7229, 0.2548, -1.3313], [0.1369, -2.9619, -1.5880], [4.7624, 3.2290, 0.9647], [-0.9207, -3.9511, -1.7264], [-6.6640, 5.2099, -2.9799], [3.8209, 2.2369, 1.2043], [-0.9091, -4.5746, -3.7886], [0.5601, -2.3368, 7.7634], [4.9460, 4.4533, 4.1259], [-0.2689, -0.4107, -2.0486], [5.4821, 0.8345, -3.2461], [-5.6573, 3.8321, -4.2937], [-2.1685, 2.5088, 1.3779], [4.7391, -2.2333, -6.1615], [-2.9225, -5.1794, 0.7466], [-2.6862, -6.2623, -3.4025], [-0.8253, -4.1712, 6.8914], [-7.3374, 5.5790, -3.7414], [1.4332, -0.5722, 6.2518], [3.2162, 2.7233, 4.5267], [-0.3160, 0.9712, 1.8480], [-7.5040, 6.4979, -1.4730], [-2.1474, 1.1050, -2.6814], [5.9135, 4.7715, 1.8885], [-3.6743, -6.5612, -1.1710], [5.1855, 3.3687, -0.0209], [-1.3830, -4.3000, 4.4735], [6.1186, -0.3843, -5.3128], [-6.0086, 5.7210, 0.3410], [-3.8407, 3.8370, 0.7261], [2.6789, -2.9331, -4.9603]], "forces_ev_per_angstrom": [[-0.44, 0.31, -0.20], [-0.10, -0.08, -0.06], [0.32, -0.46, 0.22], [0.01, -0.04, -0.09], [0.03, -0.02, 0.02], [0.06, 0.10, 0.03], [0.15, -0.11, 0.15], [0.12, 0.00, 0.09], [-0.02, -0.07, 0.00], [-0.01, -0.09, -0.03], [0.43, -0.31, 0.00], [0.15, 0.03, 0.00], [0.09, -0.01, -0.04], [-0.02, -0.03, 0.04], [0.08, -0.06, -0.08], [-0.03, 0.04, 0.01], [-0.07, -0.09, -0.01], [-0.04, 0.04, 0.02], [-0.01, -0.02, 0.03], [0.04, 0.08, -0.03], [-0.02, 0.04, -0.03], [-0.16, 0.19, 0.10], [-0.08, 0.07, 0.00], [0.01, -0.01, -0.03], [0.01, -0.01, -0.01], [0.00, 0.03, -0.03], [0.07, -0.02, -0.05], [-0.07, 0.23, -0.11], [-0.02, 0.01, 0.03], [-0.05, 0.16, 0.04], [0.09, 0.07, 0.02], [0.07, -0.04, 0.06], [-0.15, 0.05, -0.10], [-0.08, -0.06, -0.10], [-0.15, 0.00, -0.04], [0.01, 0.01, 0.07], [-0.03, -0.05, -0.06], [0.02, 0.09, 0.14], [-0.05, 0.02, -0.05], [0.05, -0.05, -0.01], [-0.13, -0.05, 0.02], [-0.06, -0.09, -0.07], [-0.06, -0.05, 0.01], [0.01, -0.03, 0.08], [0.02, -0.01, -0.05], [0.03, -0.06, -0.12], [-0.01, -0.02, 0.08], [0.07, 0.06, 0.07], [0.00, 0.06, 0.06], [0.01, 0.03, 0.08], [-0.09, 0.02, -0.06], [0.11, 0.11, -0.05], [0.06, 0.00, -0.07], [-0.01, -0.08, 0.08], [-0.03, 0.03, 0.01], [0.01, -0.01, 0.10], [0.01, 0.00, 0.01], [-0.04, 0.02, 0.01], [-0.04, 0.04, -0.01], [-0.04, 0.02, -0.02], [0.02, -0.02, 0.01], [-0.01, 0.01, 0.00], [0.03, 0.00, 0.02], [0.00, 0.02, -0.02], [0.02, 0.00, 0.00], [-0.02, 0.02, 0.00], [-0.03, 0.03, 0.02], [0.00, -0.01, -0.01], [0.02, -0.02, 0.00], [0.01, -0.04, 0.00], [-0.01, 0.02, -0.02], [0.00, 0.00, 0.00], [0.02, -0.03, -0.01], [-0.04, 0.04, -0.01], [-0.02, 0.02, -0.02], [0.01, -0.04, 0.00], [0.00, -0.01, 0.02], [-0.03, 0.03, -0.03], [-0.03, 0.02, -0.01], [-0.01, 0.01, 0.00], [0.01, 0.00, -0.01]]}

---

No. 2
{"formula": "C2H6FNS", "method": "ωB97M-V/def2-TZVPD", "largest_force_ha_per_bohr": 0.064, "de_lowest_kcal_mol": 58.4, "gap_ev": 9.5, "total_charge": 0, "species": ["S", "F", "N", "C", "C", "H", "H", "H", "H", "H", "H"], "coordinates": [[-3.5674, 0.7287, 0.1068], [-4.1989, -0.8502, -0.0023], [0.4541, -0.1785, -0.1514], [0.9841, -1.3050, 0.1266], [1.2972, 0.9467, -0.0213], [-2.3842, 0.3605, -0.6857], [2.3162, 0.9008, -0.4198], [2.0030, -1.4976, 0.3088], [1.6892, 1.1239, 0.9536], [0.4455, -2.1570, 0.0167], [0.9612, 1.9278, -0.2319]], "forces_ev_per_angstrom": [[1.39, -2.50, -1.58], [0.49, 1.67, 0.22], [0.04, -1.23, 0.39], [-0.26, 2.73, -1.02], [2.49, 0.92, 0.57], [-1.79, 0.80, 1.40], [-0.19, -0.59, -1.21], [1.60, 0.36, 0.57], [-0.48, -0.37, 1.78], [-2.05, -2.40, -0.16], [-1.25, 0.60, -0.96]]}

---

No. 3
{"formula": "C5H8N2", "method": "ωB97M-V/def2-TZVPD", "largest_force_ha_per_bohr": 0.092, "de_lowest_kcal_mol": 76.5, "gap_ev": 9.5, "total_charge": 0, "species": ["N", "N", "C", "C", "C", "C", "C", "H", "H", "H", "H", "H", "H", "H", "H"], "coordinates": [[-2.0179, 0.4076, 0.2219], [-0.4438, 1.8487, -1.5470], [-0.2341, -0.4221, 1.5865], [-0.7392, 0.1283, 0.2784], [1.4509, -1.0308, -0.6811], [0.0657, 0.8647, -0.8853], [0.9747, -0.0704, -1.5221], [2.1250, -1.7834, -1.0902], [1.7886, -0.8344, 0.3301], [-0.1321, -1.5069, 1.5039], [0.6710, 0.0864, 1.9241], [-0.9679, -0.3045, 2.3891], [1.2387, 0.0349, -2.5693], [-1.3219, 2.1334, -1.0860], [-2.4578, 0.4485, 1.1471]], "forces_ev_per_angstrom": [[2.03, 0.70, -0.41], [0.47, -0.98, 1.39], [0.34, -0.19, 0.18], [-3.21, 3.35, 0.90], [2.69, 0.57, -2.22], [-2.54, -0.85, -1.30], [1.39, -0.85, 2.10], [-0.33, -0.12, -0.29], [-1.40, -0.12, 0.32], [0.57, 0.14, 0.02], [0.20, -0.42, -0.09], [-0.18, 0.30, -0.33], [-0.47, -0.38, 0.01], [0.41, 0.06, 0.03], [0.02, -1.21, -0.31]]}

---

No. 4
{"formula": "C4H15NO3", "method": "ωB97M-V/def2-TZVPD", "largest_force_ha_per_bohr": 0.136, "de_lowest_kcal_mol": 172.4, "gap_ev": 7.5, "total_charge": 0, "species": ["O", "O", "O", "N", "C", "C", "C", "C", "H", "H", "H", "H", "H", "H", "H", "H", "H", "H", "H", "H", "H", "H", "H"], "coordinates": [[2.8130, 1.2406, -0.2396], [-0.4590, 1.7028, 0.9560], [0.2455, 0.2811, 3.0840], [-1.8975, -0.8927, -0.9383], [0.4851, -0.5773, -1.5183], [0.2507, -1.2419, -0.1249], [-0.9606, -0.1337, -1.9053], [-1.0781, -0.9778, 0.3822], [-1.3562, -0.1057, 0.8535], [3.3200, 2.1108, -0.1775], [-0.0550, 0.9600, 2.3981], [1.0822, -1.0707, 0.5752], [-0.1430, 2.5544, 0.6246], [-1.4226, -1.8262, 0.9192], [-0.9812, 0.8852, -1.5977], [-1.2057, -0.5040, -2.8599], [1.9352, 1.3500, 0.0270], [1.0206, 0.3056, -1.2886], [-1.8742, -1.7525, -1.2797], [0.8782, -1.3262, -2.0904], [1.0756, 0.7454, 3.4526], [-2.0488, 0.6200, 1.0969], [0.3760, -2.3475, -0.3491]], "forces_ev_per_angstrom": [[3.63, 1.16, -0.73], [-0.95, -1.34, -0.08], [1.72, 1.89, 0.32], [1.16, 5.40, 2.31], [-2.98, 1.27, 3.14], [3.65, -0.91, -0.35], [0.62, -2.14, 2.95], [-2.15, -4.28, -5.12], [-0.26, 3.54, 2.41], [-1.48, -1.79, 0.02], [0.40, -0.69, 0.53], [-0.29, 0.27, -0.11], [-0.91, 0.25, 0.15], [-0.71, -0.28, 0.99], [-0.73, 0.97, -0.80], [-0.57, 0.64, -1.41], [-2.12, 0.73, 0.96], [1.19, 0.46, -0.88], [-0.30, -4.97, -1.69], [1.52, -1.18, -1.99], [-1.98, -1.29, -0.76], [2.32, 1.41, -0.57], [-0.79, 0.88, 0.70]]}

---

No. 5
{"formula": "C4H7N", "method": "ωB97M-V/def2-TZVPD", "largest_force_ha_per_bohr": 0.092, "de_lowest_kcal_mol": 37.0, "gap_ev": 9.5, "total_charge": 0, "species": ["N", "C", "C", "C", "C", "H", "H", "H", "H", "H", "H", "H"], "coordinates": [[0.0885, 1.1075, -0.3409], [-1.1252, 0.4976, 0.0712], [-0.8061, -0.9363, 0.2550], [0.4478, -1.1795, 0.0649], [1.1831, 0.1057, -0.4433], [1.0476, -2.0901, 0.4443], [0.3691, 1.9198, 0.2570], [1.6969, 0.0185, -1.3942], [2.0583, 0.5232, 0.1768], [-1.9164, 0.6819, -0.6673], [-1.6127, 1.0625, 1.0196], [-1.4310, -1.7108, 0.5570]], "forces_ev_per_angstrom": [[2.05, 1.69, -0.12], [-2.73, 1.61, 1.30], [-0.59, 0.54, 0.39], [4.70, -0.34, 0.32], [0.36, 0.60, 2.28], [-1.29, 1.31, -1.26], [-0.45, -1.38, -0.93], [-0.69, -0.21, -0.72], [-1.13, -1.11, -0.19], [-0.03, -0.33, -0.15], [1.26, -1.56, -1.56], [-1.46, -0.82, 0.64]]}

---

No. 6
{"formula": "C20H24ClN3O6S", "method": "ωB97M-V/def2-TZVPD", "largest_force_ha_per_bohr": 0.026, "de_lowest_kcal_mol": 62.5, "gap_ev": 7.9, "total_charge": 0, "species": ["Cl", "S", "O", "O", "O", "O", "O", "O", "N", "N", "N", "C", "C", "C", "C", "C", "C", "C", "C", "C", "C", "C", "C", "C", "C", "C", "C", "C", "C", "C", "C", "H", "H", "H", "H", "H", "H", "H", "H", "H", "H", "H", "H", "H", "H", "H", "H", "H", "H", "H", "H", "H", "H", "H", "H"], "coordinates": [[4.3551, -4.3537, -1.2280], [-0.2742, -0.5900, 1.0880], [-5.2498, 0.5147, 0.1118], [-6.2112, -1.1459, -0.8406], [-0.5786, 0.8136, 1.1713], [0.2580, -1.2670, 2.2269], [2.2216, 0.4173, 1.4014], [1.6141, 0.9725, -2.9855], [-5.2761, -0.6361, -0.2644], [1.1378, 1.7803, -0.9228], [0.6499, -0.9685, -0.2466], [-1.7861, -1.4376, 0.6137], [3.7486, -2.9589, -0.4141], [0.2730, -0.3854, -1.5154], [4.0498, -1.1810, 1.1619], [-1.7573, -2.8190, 0.5138], [4.5374, -2.3043, 0.5143], [0.9252, 4.2149, -0.6146], [2.4622, -2.5195, -0.6873], [2.7990, 0.9945, 2.5518], [-4.1011, -2.8365, -0.1195], [1.8174, 3.0461, -1.0537], [-5.3020, -3.6331, -0.4960], [-2.9033, -3.5003, 0.1561], [-2.9471, -0.7461, 0.3624], [2.7767, -0.7040, 0.8808], [1.9740, -1.3989, -0.0392], [-4.0989, -1.4390, -0.0090], [1.0906, 0.8669, -1.8946], [-0.3897, 4.2078, -1.3897], [0.6658, 4.1736, 0.8907], [2.9098, 0.2552, 3.3487], [1.6043, 4.2044, 1.4408], [-0.8360, -3.3357, 0.7308], [-5.5777, -3.4358, -1.5310], [3.7692, 1.4480, 2.3239], [0.3962, -1.1225, -2.3147], [2.0981, 3.1484, -2.1052], [0.6659, 1.5993, -0.0453], [-0.7828, -0.1135, -1.4432], [-2.9704, 0.3295, 0.4566], [-5.1047, -4.6950, -0.3774], [0.0675, 5.0312, 1.1898], [-6.1635, -3.3575, 0.1094], [-0.9687, 5.0996, -1.1625], [-2.8818, -4.5773, 0.0862], [-0.9821, 3.3371, -1.1192], [2.0992, 1.7657, 2.8684], [0.1261, 3.2715, 1.1705], [4.6792, -0.6738, 1.8751], [2.7321, 3.0352, -0.4482], [1.4685, 5.1371, -0.8498], [5.5306, -2.6643, 0.7305], [-0.2025, 4.1799, -2.4607], [1.8431, -3.0437, -1.3974]], "forces_ev_per_angstrom": [[0.11, -0.24, -0.14], [-0.87, -0.71, -0.28], [-0.07, 0.35, 0.10], [-0.27, -0.13, -0.21], [-0.21, -0.04, -0.17], [0.13, -0.22, -0.06], [0.32, -0.22, -0.18], [0.04, -0.07, -0.35], [-0.25, 0.34, 0.00], [-0.05, 0.40, 0.32], [-0.48, 0.22, 0.81], [0.23, 0.30, 0.10], [-0.07, 0.23, 0.09], [-0.01, 0.24, -0.51], [-0.12, 0.20, 0.08], [-0.02, -0.06, 0.01], [-0.15, -0.07, -0.11], [-0.03, -0.19, -0.01], [0.07, 0.15, 0.13], [0.08, 0.09, 0.17], [-0.09, 0.39, 0.01], [0.14, 0.27, -0.16], [-0.24, -0.19, -0.11], [0.11, 0.19, 0.05], [-0.17, 0.25, 0.00], [0.12, -0.04, -0.28], [0.65, -0.05, 0.52], [1.16, -0.65, 0.25], [-0.25, -0.38, 0.14], [0.25, 0.13, 0.07], [0.12, 0.14, -0.26], [0.00, 0.00, -0.02], [0.09, 0.00, 0.13], [0.09, -0.19, 0.00], [-0.04, -0.05, 0.01], [-0.06, -0.03, 0.02], [-0.04, 0.14, 0.10], [0.03, 0.01, 0.14], [0.09, -0.09, -0.19], [0.00, -0.01, -0.22], [-0.04, 0.03, -0.02], [0.05, -0.06, 0.03], [-0.08, 0.05, 0.11], [-0.02, -0.07, -0.02], [-0.11, 0.07, 0.01], [-0.02, -0.09, 0.00], [-0.12, -0.08, 0.00], [0.08, -0.01, 0.03], [-0.10, -0.09, 0.10], [0.04, 0.08, 0.08], [0.02, 0.03, -0.08], [0.01, -0.08, 0.01], [0.08, -0.05, 0.00], [-0.05, -0.01, -0.14], [-0.09, -0.09, -0.06]]}